# 1
18
Properties=species:S:1:pos:R:3:forces:R:3:mulliken_charge:R:1 method="wB97M-V/def2-TZVPD" homo_ev="-13.96 / -13.81" energy_ha=-741.0124 total_charge=+1 spin_multiplicity=2 relative_energy_kcal_mol=19.8
O 0.513 0.190 -2.139 -0.22 -0.25 0.07 -0.374
C 0.833 0.462 -1.014 0.12 0.72 -0.52 0.628
N -0.250 0.707 -0.119 0.43 -1.27 0.23 0.062
C -0.216 0.391 1.279 -0.05 1.44 -0.17 -0.464
C -1.017 -0.855 1.670 -0.25 -0.29 0.18 -0.714
S -2.714 -0.819 1.046 -0.16 0.23 0.17 -0.157
C 2.261 0.692 -0.569 1.17 0.58 0.11 -0.721
N 3.300 0.381 -1.520 -0.81 -0.44 0.33 -0.557
H -1.154 0.486 -0.551 -0.17 0.24 -0.08 0.296
H -0.749 1.252 1.711 -0.12 -0.07 0.23 0.306
H 0.796 0.480 1.667 0.00 -0.43 -0.03 0.413
H -1.008 -0.870 2.766 -0.18 -0.09 -0.25 0.357
H -0.580 -1.774 1.309 0.44 -0.12 -0.02 0.368
H -2.592 -1.765 0.105 0.12 -0.02 0.01 0.195
H 2.492 0.269 0.406 -0.17 -0.48 -0.07 0.426
H 2.359 1.763 -0.361 -0.52 0.27 -0.05 0.399
H 3.384 -0.624 -1.620 0.24 0.03 -0.18 0.262
H 3.105 0.786 -2.428 0.13 -0.04 0.03 0.275

---

# 2
17
Properties=species:S:1:pos:R:3:forces:R:3:mulliken_charge:R:1 method="wB97M-V/def2-TZVPD" homo_ev=-8.86 energy_ha=-666.0507 spin_multiplicity=1 relative_energy_kcal_mol=32.8 smiles=NCC1(S)CNC1
C 1.077 -0.726 0.616 -0.99 -0.04 -0.30 -0.913
C 0.160 0.383 0.114 -1.40 0.42 1.09 0.764
C -1.179 0.334 0.928 -0.47 0.32 1.24 -0.624
C -0.770 0.003 -1.073 1.13 0.09 -0.43 -0.617
H 2.890 -1.435 0.145 0.14 -0.15 -0.51 0.219
H 1.938 -1.193 -1.221 -0.03 -0.13 0.35 0.183
H 1.407 -0.510 1.655 0.06 0.00 -0.73 0.408
H 0.432 -1.647 0.673 0.33 0.67 0.08 0.318
H -0.228 2.640 -0.484 0.15 -0.05 0.16 0.103
H -1.266 -0.097 1.976 0.51 0.05 -1.26 0.272
H -1.624 1.308 1.002 0.04 0.87 0.23 0.293
H -2.746 0.002 -0.476 0.84 -0.51 0.75 0.262
H -0.918 0.913 -1.679 -0.37 -0.43 0.07 0.258
H -0.420 -0.803 -1.713 0.06 -0.08 -0.24 0.297
N 2.178 -0.867 -0.291 1.06 0.05 0.42 -0.519
N -1.839 -0.394 -0.155 -1.01 -0.02 -1.00 -0.497
S 0.908 2.088 -0.018 -0.04 -1.06 0.07 -0.207

---

# 3
17
Properties=species:S:1:pos:R:3:forces:R:3:mulliken_charge:R:1 method="wB97M-V/def2-TZVPD" homo_ev=-8.88 energy_ha=-666.0247 spin_multiplicity=1 relative_energy_kcal_mol=49.1 smiles=C[C@@H]1SCNN1C
C -1.190 1.519 0.254 -0.28 2.33 0.48 -0.479
C -0.190 -0.892 0.464 0.48 1.61 -1.90 -0.160
C -0.409 -2.108 -0.512 -0.45 1.11 1.20 -1.089
C 1.689 0.654 0.228 2.58 3.49 2.45 -0.971
N -0.290 1.219 -0.843 -0.12 1.37 1.20 -0.455
N 0.586 0.231 -0.496 -1.21 -3.30 1.08 -0.017
S -1.806 -0.024 0.952 1.37 -1.10 -0.22 -0.152
H -0.692 2.211 1.027 -0.64 -1.24 -1.08 0.278
H -2.081 2.067 -0.146 0.80 -0.32 0.32 0.379
H 0.483 -0.927 1.363 -0.84 -0.81 -0.95 0.448
H 0.543 -2.494 -0.856 0.08 0.08 -0.18 0.319
H -1.067 -1.780 -1.331 0.63 0.18 0.06 0.285
H -0.980 -2.909 -0.073 -0.04 -0.40 0.57 0.371
H 2.324 1.521 -0.206 -1.46 -1.34 0.13 0.250
H 1.493 0.999 1.311 -0.22 -0.09 -1.17 0.321
H 2.411 -0.103 0.414 0.45 -1.15 -0.33 0.389
H -0.826 0.818 -1.550 -1.14 -0.41 -1.66 0.284

---

# 4
17
Properties=species:S:1:pos:R:3:forces:R:3:mulliken_charge:R:1 method="wB97M-V/def2-TZVPD" homo_ev=-8.82 energy_ha=-666.0597 spin_multiplicity=1 relative_energy_kcal_mol=27.2 smiles=N[C@@H]1[C@H](N)C[C@@H]1S
C -1.002 -0.383 -0.111 -1.69 -0.59 -1.24 0.155
C 0.032 -1.421 -0.519 1.06 0.55 -1.77 -0.962
C 1.096 -0.241 -0.727 -0.42 -1.45 -1.18 0.039
C -0.106 0.759 -0.683 1.30 0.19 0.91 -0.502
H -1.537 0.625 1.537 0.73 -1.26 -0.04 0.281
H -2.009 -0.963 1.609 2.43 1.35 -0.64 0.296
H -1.995 -0.581 -0.659 1.17 0.73 0.79 0.289
H -0.158 -1.839 -1.539 -0.12 -0.02 0.96 0.248
H 0.252 -2.192 0.218 0.12 0.03 -0.14 0.341
H 1.643 -0.239 -1.739 -0.56 -0.14 1.68 0.335
H 1.590 -0.402 1.632 -0.70 -0.18 0.34 0.123
H -0.325 1.092 -1.673 -0.59 -0.22 -0.77 0.459
H 0.695 2.691 -0.319 -1.03 -1.43 0.29 0.266
H 0.556 1.672 0.961 0.00 0.21 0.09 0.269
N -1.138 -0.339 1.342 -3.24 0.55 0.88 -0.692
N 0.081 1.945 0.106 0.27 1.21 0.31 -0.684
S 2.325 -0.184 0.562 1.26 0.45 -0.48 -0.260

---

# 5
17
Properties=species:S:1:pos:R:3:forces:R:3:mulliken_charge:R:1 method="wB97M-V/def2-TZVPD" homo_ev=-7.76 energy_ha=-665.9969 spin_multiplicity=1 relative_energy_kcal_mol=66.5
C -0.238 -1.645 0.519 -1.53 1.04 0.06 -0.875
C 0.545 -0.342 0.476 -1.45 2.65 -1.86 0.347
C 1.667 -0.257 -0.569 1.03 1.75 1.84 -1.076
C -0.639 2.120 0.204 2.36 -0.76 -2.14 -1.090
N -1.537 -1.489 -0.266 0.46 -0.43 1.48 -0.385
N -0.708 0.795 -0.468 2.25 -0.66 2.20 -0.291
S -2.152 0.066 -0.008 0.10 -1.63 -0.61 -0.023
H 0.325 -2.435 0.088 0.52 -0.68 -0.67 0.403
H -0.589 -2.025 1.464 0.39 0.45 0.76 0.249
H 0.694 0.274 1.397 -0.13 -0.90 -0.67 0.372
H 1.360 -0.817 -1.410 -0.14 -0.54 -1.09 0.343
H 2.642 -0.663 -0.161 -0.98 0.38 -0.48 0.322
H 1.843 0.851 -0.882 -0.28 -1.98 0.55 0.256
H 0.378 2.565 -0.124 -1.40 -0.60 1.39 0.246
H -1.328 2.729 -0.293 -1.27 1.18 -0.80 0.430
H -0.945 2.063 1.223 0.51 0.22 1.13 0.463
H -1.318 -1.792 -1.189 -0.44 0.52 -1.09 0.307

---

# 6
17
Properties=species:S:1:pos:R:3:forces:R:3:mulliken_charge:R:1 method="wB97M-V/def2-TZVPD" homo_ev=-8.83 energy_ha=-666.0613 spin_multiplicity=1 relative_energy_kcal_mol=26.1 smiles=N[C@H]1CN[C@H]1CS
C -1.005 0.573 0.174 0.39 0.68 1.38 -0.067
C -1.276 -0.485 -0.877 -1.29 -1.86 -0.90 -0.538
C 0.030 -0.439 0.817 -0.86 0.12 0.00 0.086
C 1.485 0.013 0.963 0.01 -1.16 -0.52 -1.012
H 0.423 1.571 -0.792 0.29 0.32 -0.62 0.167
H -1.028 2.405 -0.661 0.58 -0.02 -0.04 0.254
H -1.880 0.841 0.815 0.70 -0.42 -0.40 0.374
H -2.302 -1.018 -0.865 1.30 1.05 0.18 0.238
H -1.098 -0.192 -1.929 0.05 0.03 0.40 0.233
H -0.427 -2.310 -0.146 -0.08 0.09 0.20 0.217
H -0.364 -0.802 1.777 0.31 -0.06 -0.07 0.374
H 1.501 1.005 1.354 0.16 0.66 0.58 0.433
H 2.064 -0.693 1.577 -0.33 0.41 0.04 0.383
H 2.065 -1.081 -1.068 -0.15 -0.22 -0.08 0.139
N -0.342 1.811 -0.190 -1.30 0.11 0.14 -0.591
N -0.204 -1.341 -0.315 -0.19 -0.14 -0.42 -0.412
S 2.356 0.140 -0.633 0.39 0.41 0.12 -0.278

---

What did the fifth record say?
17
Properties=species:S:1:pos:R:3:forces:R:3:mulliken_charge:R:1 method="wB97M-V/def2-TZVPD" homo_ev=-7.76 energy_ha=-665.9969 spin_multiplicity=1 relative_energy_kcal_mol=66.5
C -0.238 -1.645 0.519 -1.53 1.04 0.06 -0.875
C 0.545 -0.342 0.476 -1.45 2.65 -1.86 0.347
C 1.667 -0.257 -0.569 1.03 1.75 1.84 -1.076
C -0.639 2.120 0.204 2.36 -0.76 -2.14 -1.090
N -1.537 -1.489 -0.266 0.46 -0.43 1.48 -0.385
N -0.708 0.795 -0.468 2.25 -0.66 2.20 -0.291
S -2.152 0.066 -0.008 0.10 -1.63 -0.61 -0.023
H 0.325 -2.435 0.088 0.52 -0.68 -0.67 0.403
H -0.589 -2.025 1.464 0.39 0.45 0.76 0.249
H 0.694 0.274 1.397 -0.13 -0.90 -0.67 0.372
H 1.360 -0.817 -1.410 -0.14 -0.54 -1.09 0.343
H 2.642 -0.663 -0.161 -0.98 0.38 -0.48 0.322
H 1.843 0.851 -0.882 -0.28 -1.98 0.55 0.256
H 0.378 2.565 -0.124 -1.40 -0.60 1.39 0.246
H -1.328 2.729 -0.293 -1.27 1.18 -0.80 0.430
H -0.945 2.063 1.223 0.51 0.22 1.13 0.463
H -1.318 -1.792 -1.189 -0.44 0.52 -1.09 0.307